{"formula": "C4H10NO", "method": "ωB97M-V/def2-TZVPD", "charge": 1, "homo_energy_ev": -13.96, "e_tot_ha": -288.090091, "homo_lumo_gap_ev": 8.7105, "de_lowest_kcal_mol": 45.8, "species": ["C", "C", "C", "N", "C", "H", "H", "H", "H", "H", "H", "H", "H", "H", "H", "O"], "coordinates": [[-1.833, 1.871, 0.452], [-0.748, 0.846, 0.253], [-0.690, -0.451, 0.502], [0.373, -1.262, 0.006], [0.467, -2.550, -0.013], [-1.356, 2.770, 0.815], [-2.616, 1.428, 1.076], [-2.365, 1.967, -0.509], [0.213, 1.247, -0.071], [-1.351, -1.020, 1.143], [1.260, -0.792, -0.292], [-0.088, -3.037, 0.789], [0.910, -3.084, -0.839], [2.978, 1.030, -0.505], [2.593, 0.422, -1.841], [2.253, 0.614, -0.967]], "nbo_charge": [-0.655, -0.057, -0.104, -0.422, 0.084, 0.251, 0.235, 0.261, 0.225, 0.220, 0.475, 0.211, 0.238, 0.502, 0.500, -0.963]}

{"formula": "C3H3NOS", "method": "ωB97M-V/def2-TZVPD", "charge": 0, "homo_energy_ev": [-8.64, -8.64], "e_tot_ha": -644.194433, "homo_lumo_gap_ev": [7.1849, 7.1857], "de_lowest_kcal_mol": 58.0, "species": ["C", "C", "C", "N", "O", "S", "H", "H", "H"], "coordinates": [[0.535, -1.413, -0.244], [1.504, -1.350, -1.292], [0.042, 0.818, -0.198], [-0.070, -0.417, 0.351], [2.514, -1.739, -1.751], [0.837, 1.036, -1.842], [0.437, -2.416, 0.353], [-0.968, 1.159, -0.289], [0.375, 1.446, 0.617]], "nbo_charge": [-0.162, 0.695, -0.422, -0.228, -0.402, -0.233, 0.244, 0.251, 0.257]}

{"formula": "C6H6Br2O2", "method": "ωB97M-V/def2-TZVPD", "charge": 0, "homo_energy_ev": -9.06, "e_tot_ha": -5530.595637, "homo_lumo_gap_ev": 9.2495, "species": ["C", "C", "C", "C", "C", "C", "O", "O", "Br", "Br", "H", "H", "H", "H", "H", "H"], "coordinates": [[-0.435, -0.880, 1.406], [1.051, -1.120, 1.289], [-1.322, -0.400, 0.542], [1.723, -0.655, 0.259], [-0.998, 0.227, -0.840], [0.411, 0.771, -0.803], [-1.931, 1.268, -1.152], [0.976, 0.919, -2.038], [3.447, -0.660, -0.255], [0.601, 2.313, 0.414], [-0.844, -1.332, 2.224], [1.330, -1.768, 2.144], [-2.301, -0.248, 0.833], [-1.124, -0.465, -1.708], [-2.536, 1.281, -0.405], [1.951, 0.747, -1.910]], "nbo_charge": [-0.166, -0.335, -0.193, -0.140, -0.063, 0.325, -0.693, -0.703, 0.161, 0.003, 0.201, 0.225, 0.196, 0.219, 0.470, 0.493]}